No. 1
Density functional theory data (wB97M-V/def2-TZVPD) for the ion C4H10N2OS with charge -2 in a non-equilibrium geometry.

Output
* E_tot: -741.201854 hartree
* energy above the lowest of the compared OMol25 structures with the same formula, charge and spin: 199.6 kJ/mol
* charge: -2

XYZ file:
```
18
Properties=species:S:1:pos:R:3:mulliken_charge:R:1
N -0.47121 -0.92141 2.27940 -0.88
C 0.18930 0.17332 1.42577 -0.81
C 0.25649 -0.05027 -0.14754 0.35
C 0.78625 1.27693 -0.63600 -1.21
S 2.31920 1.80191 0.24647 -0.76
N -1.17982 -0.31320 -0.55317 -0.32
C -1.49125 -1.81198 -1.20302 -0.17
O -2.63566 -1.80297 -1.83311 -0.88
H -0.26448 -1.92674 2.01758 0.28
H -1.42001 -0.88799 1.97388 0.30
H 1.05729 0.42575 2.05211 0.44
H -0.41755 1.01014 1.71883 0.35
H 0.96878 -0.94170 -0.30558 0.27
H -0.05106 1.83166 -0.70699 0.47
H 1.17759 1.06135 -1.59536 0.26
H -1.75746 0.46620 -1.09985 0.14
H -0.62326 -2.04093 -1.86603 0.14
H -1.57933 -2.29031 -0.18603 0.04
```

=====

No. 2
Density functional theory data (wB97M-V/def2-TZVPD) for the molecule C22H24FN3O3S.

Output
* E_tot: -1740.850002 hartree
* energy above the lowest of the compared OMol25 structures with the same formula, charge and spin: 6.2 kJ/mol

XYZ file:
```
54
Properties=species:S:1:pos:R:3:mulliken_charge:R:1
C 4.89379 1.51922 -1.30303 -0.95
C 3.73333 2.48396 -1.51313 -0.85
N 2.52866 1.99812 -0.87780 0.22
C 1.56883 1.27090 -1.51280 0.05
O 1.52896 1.00267 -2.68769 -0.68
C 0.52106 0.93867 -0.45567 1.46
C -0.84225 1.48866 -0.89628 -1.68
C -2.01249 0.74173 -0.26266 0.72
O -1.87012 -0.16300 0.52774 -0.65
N -3.21008 1.21699 -0.69685 -0.06
C -4.50156 0.78925 -0.36214 0.37
C -4.74420 -0.24928 0.53275 -0.19
C -6.04303 -0.62444 0.82114 -0.69
C -7.09144 0.04102 0.21340 0.29
F -8.35832 -0.32555 0.49502 -0.33
C -6.87411 1.07585 -0.67889 -0.59
C -5.57468 1.44600 -0.96301 -0.57
N 1.05608 1.57085 0.72618 0.22
C 0.59963 1.25820 2.06062 -0.92
C 1.51282 0.22900 2.75374 -1.43
C 1.79972 -0.92106 1.83149 0.32
C 0.83695 -1.88620 1.57268 -0.51
C 1.06425 -2.90064 0.65792 -0.49
C 2.27487 -2.96293 -0.02380 0.90
O 2.60604 -3.90763 -0.94784 -0.45
C 1.66540 -4.90732 -1.25323 -0.86
C 3.24938 -1.99879 0.23661 -0.82
C 3.01078 -0.99578 1.15144 0.04
C 2.24076 2.15817 0.46675 -0.11
S 3.17649 2.98845 1.52206 -0.28
H 5.12641 1.43887 -0.24419 0.22
H 5.77299 1.88454 -1.82561 0.43
H 4.63747 0.53458 -1.68688 0.26
H 3.96826 3.46049 -1.08221 0.44
H 3.50854 2.58903 -2.57685 0.41
H 0.43505 -0.14718 -0.31651 -0.15
H -0.90898 2.55093 -0.64885 0.40
H -0.90706 1.37914 -1.98300 0.53
H -3.18507 1.97399 -1.36684 0.22
H -3.91765 -0.75902 0.99712 0.53
H -6.24619 -1.42685 1.51194 0.42
H -7.71146 1.57608 -1.13819 0.43
H -5.39005 2.25186 -1.65890 0.32
H -0.40968 0.85933 1.96937 0.30
H 0.57998 2.18174 2.64603 0.36
H 1.01021 -0.11348 3.65904 0.55
H 2.44630 0.71579 3.03714 0.34
H -0.11476 -1.84125 2.08056 0.31
H 0.28867 -3.62956 0.48407 0.41
H 2.13946 -5.53865 -2.00309 0.25
H 1.42125 -5.51230 -0.37378 0.34
H 0.74605 -4.48181 -1.66877 0.34
H 4.18737 -2.06179 -0.29209 0.48
H 3.77734 -0.25954 1.34576 0.41
```

=====

No. 3
Density functional theory data (wB97M-V/def2-TZVPD) for a cluster of 4 separate species, C11H24Cl5N in total in a non-equilibrium geometry.

Output
* E_tot: -2789.103907 hartree

XYZ file:
```
41
Properties=species:S:1:pos:R:3:mulliken_charge:R:1
C -7.60922 7.05508 5.15040 -1.03
C -8.17358 6.18419 6.24381 -0.71
C -9.56163 5.66936 5.81077 -0.44
C -9.36367 4.31003 5.08808 -1.46
N -10.46398 3.91125 4.11424 0.45
C -10.28250 4.82211 2.87157 -0.58
C -9.58019 4.15555 1.71973 -0.57
C -9.86226 2.67023 1.96556 -0.53
C -10.10487 2.51779 3.50740 -0.60
C -11.85815 3.84060 4.84418 -0.99
H -7.69577 6.44688 4.25001 0.18
H -6.58340 7.39775 5.28599 0.37
H -8.14471 8.00132 5.07307 0.30
H -8.26400 6.83246 7.11540 0.37
H -7.56135 5.34702 6.57908 0.37
H -10.10583 6.41402 5.22987 0.48
H -10.09578 5.52863 6.75043 0.38
H -9.39497 3.51793 5.83622 0.54
H -8.44134 4.27652 4.50816 0.53
H -11.35069 4.82395 2.65460 0.42
H -9.91089 5.81073 3.14107 0.36
H -10.05888 4.61931 0.85725 0.39
H -8.51330 4.37616 1.68542 0.29
H -10.76880 2.33104 1.46433 0.32
H -9.02754 2.01995 1.70386 0.33
H -10.92345 1.81224 3.64961 0.34
H -9.21387 2.09381 3.97048 0.30
H -11.75795 3.41273 5.84168 0.33
H -12.60255 3.31842 4.24311 0.43
H -12.29727 4.80567 5.09700 0.41
Cl -17.06024 5.41941 5.99011 -0.98
C -16.00136 8.98073 2.20511 -0.21
Cl -14.51663 9.19871 1.29771 -0.16
Cl -16.70733 10.63209 2.54524 -0.17
H -16.71425 8.53915 1.50877 0.23
H -15.78971 8.46532 3.14194 0.30
C -22.05950 7.17268 4.69457 -0.22
Cl -23.55131 6.83240 5.55071 -0.15
Cl -22.46304 7.42014 2.96240 -0.17
H -21.75453 8.14572 5.07964 0.20
H -21.23608 6.48794 4.89763 0.33
```

=====

No. 4
Density functional theory data (wB97M-V/def2-TZVPD) for the molecule C6H10O in a non-equilibrium geometry.

Output
* E_tot: -309.790206 hartree
* energy above the lowest of the compared OMol25 structures with the same formula, charge and spin: 137.0 kJ/mol

XYZ file:
```
17
Properties=species:S:1:pos:R:3:mulliken_charge:R:1
C -1.27019 -0.49269 0.38909 -1.02
C -0.33957 -0.44048 -0.56605 0.73
C -0.74206 -0.29063 -2.01372 -1.40
C 1.12435 -0.43323 -0.17379 -0.44
C 1.17811 0.16595 1.22969 -0.71
C 0.10100 1.22894 1.38545 0.08
O -0.16438 2.04569 0.54049 -0.51
H -1.08256 -0.97227 1.34565 0.34
H -2.29442 -0.18540 0.22897 0.31
H 0.07233 -0.12628 -2.72660 0.36
H -1.44050 0.53449 -2.08235 0.33
H -1.26524 -1.20167 -2.30720 0.29
H 1.70573 0.17275 -0.88263 0.32
H 1.52881 -1.44482 -0.19967 0.32
H 1.11060 -0.59424 2.01802 0.28
H 2.08844 0.74269 1.40014 0.37
H -0.31044 1.29119 2.41454 0.33
```

=====

Which of these has the lowest E_tot?
C11H24Cl5N

=====

The lowest E_tot belongs to which entry?
C11H24Cl5N

=====

Which formula does entry 3 have?
C11H24Cl5N

=====

E_tot of number 2 (C22H24FN3O3S)?
-1740.850002 hartree